# 1
19
Properties=species:S:1:pos:R:3:forces:R:3:nbo_charge:R:1 method="wB97M-V/def2-TZVPD" max_force_ev_per_a=3.99 smiles=CN.O.O.O.O e_tot_ev=-10926.5629 multiplicity=1 orbital_gap_ev=10.0 homo_energy_ev=-9.56 de_lowest_kcal_mol=48.16 lumo_ev=0.48
C -0.64690 -2.85057 2.13910 1.9 -1.0 -0.4 -0.4299
N 0.58141 -3.30663 1.32190 1.6 0.2 2.0 -0.8729
H -1.17574 -3.78750 2.38631 -0.6 0.5 -1.0 0.1904
H -1.03700 -2.12565 1.39020 -0.8 -0.4 1.5 0.2171
H -0.45465 -2.51442 3.19488 0.2 0.7 -1.2 0.1817
H 1.26214 -2.47894 1.23629 -1.3 -1.6 0.4 0.3613
H 1.11789 -4.07410 1.86972 -1.1 1.8 -1.2 0.3524
O 0.08242 -1.27641 -1.21754 -0.4 1.2 -2.6 -0.9424
H -0.01045 -2.19011 -1.07542 0.1 -2.2 1.0 0.4901
H -0.26847 -1.22005 -2.14299 0.5 0.4 1.1 0.4793
O 4.13428 3.54604 0.45781 3.8 1.0 0.9 -0.9144
H 3.56494 3.27418 -0.19077 -3.1 -1.2 -2.2 0.4568
H 4.94449 3.57552 -0.11980 -0.7 0.2 1.4 0.4577
O -3.10451 4.98819 -3.62022 -2.1 -1.5 1.3 -0.9445
H -3.65697 4.19437 -3.95329 1.3 2.0 0.9 0.4712
H -3.44568 5.15356 -2.67615 0.7 -0.5 -2.2 0.4734
O -0.34952 0.50503 0.60719 -2.7 1.4 1.0 -0.9614
H -0.19217 -0.06494 -0.12945 0.5 -0.8 -0.9 0.4813
H -1.34550 0.65244 0.52223 2.1 -0.1 0.4 0.4528

***

# 2
20
Properties=species:S:1:pos:R:3:forces:R:3:nbo_charge:R:1 method="wB97M-V/def2-TZVPD" max_force_ev_per_a=1.85 e_tot_ev=-22323.2616 multiplicity=1 total_charge=-1 orbital_gap_ev=7.8 homo_energy_ev=-4.05 de_lowest_kcal_mol=3.55 lumo_ev=3.78
C 0.39246 1.59260 1.73433 -0.4 0.4 -0.3 -0.7441
S -0.14130 -0.16802 1.68441 0.2 0.4 0.3 -0.6666
H 0.03496 2.06080 2.65740 -0.3 0.1 -0.2 0.1979
H 0.00091 2.19875 0.84796 0.5 -0.6 1.1 0.1707
H 1.47731 1.69581 1.81884 0.0 -0.1 -0.4 0.1939
H 1.66153 -0.85788 0.64107 0.7 -0.4 -1.2 0.4916
H 2.11236 -0.55855 -0.81357 -0.2 0.7 -0.5 0.4868
O 2.26015 -1.19776 -0.12165 -0.4 -0.3 1.6 -1.0339
H 0.93738 1.34645 -0.66528 0.3 -0.3 -1.1 0.4725
H 0.31327 0.46388 -1.70714 -0.9 -0.6 -0.4 0.4998
O 1.05848 1.06035 -1.60679 0.7 1.0 1.4 -0.9957
H -2.30882 1.20856 -0.44925 -0.2 0.3 0.4 0.4503
H -2.00177 0.48058 0.89507 -0.4 -0.1 -0.6 0.4928
O -2.73879 0.66921 0.22877 0.4 0.2 0.2 -0.9981
H -1.73251 -0.22787 -1.13153 -0.3 -0.4 0.6 0.4838
H -0.75559 -1.43632 -1.44316 -0.7 1.2 -0.2 0.5088
O -1.15233 -0.58040 -1.80567 1.0 -1.2 -0.6 -1.0213
H 0.87834 -2.39683 -0.53511 1.6 0.7 0.0 0.5014
H -0.31475 -2.55752 0.32834 0.0 -0.1 -0.4 0.4852
O 0.01869 -2.79585 -0.55704 -1.5 -0.7 0.4 -0.9757